# 1
CH2ClNOS2 | ωB97M-V/def2-TZVPD

Positions of all 8 atoms, in Å:
1 C -1.2351 -1.0539 -0.4951
2 N -1.3609 1.1523 0.4090
3 O -0.9581 -1.8947 -1.2880
4 S 1.5482 0.0459 -0.2848
5 S -0.6722 0.6328 -0.8961
6 Cl -1.9270 2.7851 0.9361
7 H -1.5777 -0.9690 0.5582
8 H 1.8974 0.4579 -1.4185

Values from the calculation:
Lowest unoccupied orbital energy (alpha / beta), Ha: -0.048 / -0.048
HOMO energy (alpha / beta), eV: -9.2 / -9.2
Net charge: 0
E_tot, a.u.: -1425.71096
Spin multiplicity: 1
Strongest force on any atom, Eh/bohr: 0.0554
Kohn-Sham gap (alpha / beta), eV: 7.865 / 7.863



# 2
C4H10N2O | ωB97M-V/def2-TZVPD

Positions of all 17 atoms, in Å:
1 N -0.3460 2.4036 -1.3116
2 C 0.2451 1.0431 -1.7279
3 C 1.3326 0.6197 -0.7410
4 C 0.5856 0.4876 0.5809
5 N -0.2718 -0.7713 0.5529
6 C -0.3066 -1.7850 1.5441
7 O -1.2343 -2.5854 1.5656
8 H -0.4137 3.1141 -2.1164
9 H -1.2272 2.3619 -0.7401
10 H -0.5042 0.2791 -1.9807
11 H 0.5814 1.1145 -2.7278
12 H 1.5902 -0.4132 -1.0982
13 H 2.1792 1.2963 -0.5705
14 H -0.1017 1.3481 0.7045
15 H 1.2647 0.4846 1.4506
16 H -0.9134 -0.7167 -0.2240
17 H 0.6033 -1.8041 2.1528

Values from the calculation:
Lowest unoccupied orbital energy, Ha: 0.032
HOMO energy, eV: -9.3
Net charge: 0
E_tot, a.u.: -343.12493
Spin multiplicity: 1
Strongest force on any atom, Eh/bohr: 0.0691
Kohn-Sham gap, eV: 10.190



# 3
C8H20ClIrSc | ωB97M-V/def2-TZVPD

Positions of all 31 atoms, in Å:
1 Ir 0.1321 0.4201 0.0578
2 Cl 0.1152 2.3315 1.4546
3 C -1.7937 0.3029 -0.4635
4 H -2.2529 -0.1630 0.4408
5 H -2.0846 -0.3017 -1.3532
6 H -2.1628 1.3472 -0.5438
7 Sc 0.2851 -0.1057 -2.6446
8 C 2.3458 0.1895 -3.3424
9 C -1.1410 -0.1879 -4.3300
10 C 0.3638 -1.5341 -1.0913
11 H -1.6645 -1.1308 -4.5316
12 H -1.8979 0.5835 -4.1169
13 H -0.6348 0.1095 -5.2613
14 H 3.0359 -0.6090 -3.0505
15 H 2.4565 0.3656 -4.4155
16 H 2.6622 1.1043 -2.8167
17 H -0.4440 -2.1077 -0.6074
18 H 1.3516 -2.0155 -0.9878
19 C 0.1901 -0.2441 3.7407
20 C 1.3652 -0.4691 2.8030
21 C 2.2515 -1.6085 3.2809
22 C 0.9378 -0.8773 1.3637
23 H -0.4900 -1.0973 3.7172
24 H -0.3691 0.6495 3.4545
25 H 0.5336 -0.0765 4.7707
26 H 1.9394 0.4530 2.7214
27 H 1.6613 -2.5227 3.3902
28 H 3.0417 -1.8211 2.5563
29 H 2.7256 -1.3953 4.2401
30 H 1.8428 -1.2512 0.8579
31 H 0.2429 -1.7226 1.4641

Values from the calculation:
Lowest unoccupied orbital energy (alpha / beta), Ha: 0.109 / 0.052
HOMO energy (alpha / beta), eV: -1.3 / -4.9
Net charge: -1
E_tot, a.u.: -1641.84201
Spin multiplicity: 5
Strongest force on any atom, Eh/bohr: 0.0701
Kohn-Sham gap (alpha / beta), eV: 4.263 / 6.350
Expectation value of S²: 6.0126



# 4
C4H13N3 | ωB97M-V/def2-TZVPD

Positions of all 20 atoms, in Å:
1 C 0.0270 -0.3464 -1.6451
2 C -0.1459 -0.3027 -0.1303
3 C -1.0224 -1.4427 0.5219
4 N -2.1736 -1.9323 -0.2473
5 N 1.0855 0.0229 0.6239
6 C 1.6316 1.3738 0.3955
7 N 0.7954 2.4084 0.9718
8 H -0.9013 -0.6860 -2.1186
9 H 0.8283 -1.0559 -1.8650
10 H 0.1918 0.6821 -1.9697
11 H -0.7074 0.6116 0.1995
12 H -0.4317 -2.3323 0.6846
13 H -1.4239 -1.0257 1.4455
14 H -2.6675 -1.1241 -0.6244
15 H -1.9589 -2.4372 -1.1013
16 H 1.0656 -0.2703 1.5857
17 H 2.5656 1.3148 0.9914
18 H 2.0411 1.3977 -0.6001
19 H -0.0568 2.0461 1.3509
20 H 1.2574 3.0982 1.5311

Values from the calculation:
Lowest unoccupied orbital energy, Ha: 0.040
HOMO energy, eV: -8.3
Net charge: 0
E_tot, a.u.: -324.41895
Spin multiplicity: 1
Strongest force on any atom, Eh/bohr: 0.0749
Kohn-Sham gap, eV: 9.364



# 5
C18H17NO5 | ωB97M-V/def2-TZVPD

Positions of all 41 atoms, in Å:
1 C 5.8364 2.9666 -3.3957
2 O 5.0645 1.8274 -3.6999
3 C 3.9208 1.6073 -3.0165
4 C 3.2167 0.4474 -3.3629
5 C 2.0281 0.1326 -2.7499
6 C 1.5104 0.9634 -1.7498
7 C 0.2649 0.6856 -1.0308
8 O 0.0073 1.1760 0.0519
9 C -0.7295 -0.2774 -1.6755
10 C -0.4660 -1.6415 -1.0543
11 O 0.4345 -2.3529 -1.4109
12 C -1.4579 -2.0613 0.0391
13 O -1.9914 -3.1491 -0.0214
14 N -1.6537 -1.1135 0.9818
15 C -2.4508 -1.2066 2.1305
16 C -3.2448 -2.3017 2.4333
17 C -4.0090 -2.3097 3.5893
18 C -3.9845 -1.2269 4.4452
19 C -3.1952 -0.1230 4.1562
20 C -2.4250 -0.1003 3.0053
21 O -1.6148 0.9291 2.6222
22 C -1.5271 2.0685 3.4385
23 C 2.2321 2.1032 -1.3879
24 C 3.4141 2.4348 -2.0142
25 H 6.6951 2.9261 -4.0637
26 H 6.1839 2.9494 -2.3584
27 H 5.2782 3.8896 -3.5797
28 H 3.6354 -0.1914 -4.1242
29 H 1.5312 -0.7870 -3.0147
30 H -0.5791 -0.3269 -2.7517
31 H -1.7412 0.0550 -1.4446
32 H -1.1399 -0.2333 0.9249
33 H -3.2577 -3.1440 1.7626
34 H -4.6227 -3.1678 3.8147
35 H -4.5786 -1.2292 5.3465
36 H -3.1874 0.7139 4.8365
37 H -0.8321 2.7329 2.9279
38 H -1.1352 1.8238 4.4311
39 H -2.4973 2.5655 3.5420
40 H 1.8371 2.7337 -0.6052
41 H 3.9358 3.3302 -1.7156

Values from the calculation:
Lowest unoccupied orbital energy, Ha: -0.004
HOMO energy, eV: -8.2
Net charge: 0
E_tot, a.u.: -1127.06431
Spin multiplicity: 1
Strongest force on any atom, Eh/bohr: 0.0124
Kohn-Sham gap, eV: 8.060



# 6
C7H15CrO11S2 | ωB97M-V/def2-TZVPD

Positions of all 36 atoms, in Å:
1 Cr 1.1385 -0.7030 0.3454
2 O 2.0101 -4.3385 -1.1300
3 C 1.6994 -3.1574 -0.6273
4 O 2.3779 -2.5083 0.1657
5 O 0.7634 -2.4454 -0.8984
6 H 1.3050 -4.6517 -1.7014
7 O -0.5840 -1.8782 3.8027
8 C -0.0175 -1.5627 2.6365
9 O -0.5371 -1.4632 1.5289
10 O 1.1779 -1.2348 2.5191
11 H -1.4305 -2.0899 3.4025
12 O 4.2213 1.5381 -0.7818
13 C 3.1790 0.8052 -0.3954
14 O 2.9047 0.4620 0.7360
15 O 2.3256 0.2990 -1.1253
16 H 4.3490 1.8547 0.1155
17 C -1.6823 2.8547 0.5256
18 S -0.3081 2.2743 1.5726
19 O 0.4371 1.0392 0.9965
20 C 0.7811 3.7435 1.2813
21 H -1.4175 3.0370 -0.5159
22 H -2.0211 3.7812 0.9891
23 H -2.5152 2.1630 0.6513
24 H 0.9000 3.7467 0.1978
25 H 1.7551 3.5919 1.7466
26 H 0.3982 4.7327 1.5322
27 C -3.0580 -0.8997 -0.6490
28 S -1.8038 -0.0721 -1.6810
29 O -0.4593 0.0179 -0.9509
30 C -1.5201 -1.2757 -3.0492
31 H -2.9833 -1.9748 -0.8126
32 H -4.0664 -0.6669 -0.9910
33 H -3.0893 -0.4550 0.3456
34 H -0.6548 -0.8531 -3.5599
35 H -2.3507 -1.5321 -3.7068
36 H -1.2241 -2.1786 -2.5151

Values from the calculation:
Lowest unoccupied orbital energy (alpha / beta), Ha: -0.002 / 0.001
HOMO energy (alpha / beta), eV: -8.0 / -8.6
Net charge: 0
E_tot, a.u.: -2944.17700
Spin multiplicity: 4
Strongest force on any atom, Eh/bohr: 0.1653
Kohn-Sham gap (alpha / beta), eV: 7.996 / 8.603
Expectation value of S²: 3.7896



- What is the formula in the fourth record?
  C4H13N3